8
Properties=species:S:1:pos:R:3 method="wB97M-V/def2-TZVPD" total_charge=-1 homo_energy_ev="-4.33 / -4.33" largest_force_ev_per_a=5.3 de_lowest_kj_mol=383.66 e_lumo_ev="4.221 / 4.221"
C -1.187 0.050 -0.394
N -0.058 0.501 0.054
O 0.253 1.903 0.365
C 1.242 -0.525 0.308
O 2.263 -0.010 0.655
O 0.959 -1.656 -0.003
H -1.912 0.718 -0.684
H -1.559 -0.981 -0.301